(1)
Here is a gas-phase ion, C5H9N4O2S (charge +1) in a non-equilibrium geometry from the Open Molecules 2025 dataset. Energies are from ωB97M-V/def2-TZVPD.

Results
HOMO energy: -13.12 eV
molar mass: 189.22 g/mol
total charge: +1
spin multiplicity: 1
DFT total energy: -963.20978 Ha

Geometry as XYZ:
```
21
Properties=species:S:1:pos:R:3:forces:R:3
C 0.893 -0.996 2.085 1.8051 0.6132 -3.0751
S 0.034 -1.896 0.682 -0.2540 0.5373 -0.7856
C -0.370 -0.626 -0.817 2.9469 0.3458 1.9981
N -0.772 -1.279 -1.926 -0.8522 -1.2774 -0.9480
N 1.059 -0.184 -1.213 1.2732 -0.6327 -0.6491
C 1.663 0.878 -0.784 1.2301 -1.3689 0.6154
N 0.999 1.731 -0.008 -1.5920 -0.9088 -1.1957
C -0.377 1.696 0.167 1.3634 -4.9360 -2.2815
C -1.024 0.573 -0.229 2.5339 1.1813 -0.9039
N -2.336 0.426 0.183 -2.2023 -0.8498 1.1629
O -2.686 1.065 1.153 -0.4670 0.3659 0.0386
O -2.994 -0.423 -0.382 -0.3119 0.1165 -0.2701
H 1.129 -1.774 2.806 0.0396 0.2296 0.0072
H 0.212 -0.269 2.382 -1.2713 0.9804 1.2644
H 1.812 -0.366 1.712 -1.3089 -1.7411 0.7548
H -1.637 -1.094 -2.390 -0.5705 0.2355 0.2650
H -0.550 -2.252 -1.880 -0.1248 -0.6108 -0.2758
H 1.586 -0.918 -1.804 -1.1982 1.7062 1.3329
H 2.789 0.949 -0.852 -1.5122 0.3269 -0.3163
H 1.474 2.473 0.337 1.7532 2.7769 1.2041
H -0.906 2.286 0.778 -1.2804 2.9102 2.0577
```
Forces are in eV/Å.

Results of the Löwdin charge analysis, in e, for atoms 1 through 2: C -0.334; S 0.883

***

(2)
Here is CH4N2S3 in the gas phase in a non-equilibrium geometry from the Open Molecules 2025 dataset. Energies are from ωB97M-V/def2-TZVPD.

Results
HOMO energy: -8.38 eV
molar mass: 140.26 g/mol
total charge: 0
spin multiplicity: 1
DFT total energy: -1344.49838 Ha

Geometry as XYZ:
```
10
Properties=species:S:1:pos:R:3:forces:R:3
S -2.476 0.193 -0.023 0.3163 -0.1476 -0.2193
C -0.823 -0.040 -0.068 -1.2502 -0.0951 0.6668
N -0.327 -1.287 -0.328 3.2125 1.4612 0.4894
S 1.477 -1.449 -0.006 -2.4606 -1.5437 1.3396
N -0.016 1.007 0.340 -1.7967 1.4893 3.5385
S 1.392 1.744 -0.128 0.1919 0.0199 -3.1757
H -0.916 -1.999 -0.761 0.4167 0.3635 0.2809
H 1.359 -1.899 1.371 0.0722 0.6096 -2.0529
H -0.449 1.759 0.994 -0.1728 -2.5942 -1.9179
H 0.780 1.972 -1.389 1.4707 0.4369 1.0506
```
Forces are in eV/Å.

Results of the Löwdin charge analysis, in e, for atoms 1 through 2: S 0.573; C -1.056

***

(3)
Here is 2 unconnected molecules or ions with the total composition C7H14N2 in a non-equilibrium geometry from the Open Molecules 2025 dataset. Energies are from ωB97M-V/def2-TZVPD.

Results
HOMO energy: -8.40 eV
molar mass: 126.20 g/mol
total charge: 0
spin multiplicity: 1
DFT total energy: -384.61337 Ha

Geometry as XYZ:
```
23
Properties=species:S:1:pos:R:3:forces:R:3
C -0.103 0.584 -3.593 -0.1795 -0.8206 0.2662
C -0.277 -0.376 -2.395 -0.9590 1.0323 -0.1631
C 0.123 0.270 -1.106 3.0413 -1.6735 0.7270
C 1.244 -0.226 -0.425 -1.6179 -0.1488 -0.5014
N 1.391 0.557 0.668 0.3956 0.3955 0.7721
C 0.450 1.540 0.620 -0.1284 -0.6504 -1.4679
N -0.304 1.366 -0.456 -0.7959 1.2026 0.1110
H 0.955 0.709 -3.816 0.1036 0.2750 0.1884
H -0.571 1.538 -3.352 0.0368 -0.0008 -0.3208
H -0.529 0.110 -4.479 -0.2428 0.3290 -0.0387
H -1.325 -0.686 -2.284 0.1113 0.0072 -0.3514
H 0.319 -1.272 -2.573 -0.0096 -0.0082 0.2801
H 1.806 -1.120 -0.613 0.2272 -0.0772 0.1290
H 1.944 0.313 1.473 0.2126 0.2563 -0.0963
H 0.499 2.457 1.176 -0.2280 -0.1546 0.5124
C -0.411 -1.851 3.135 -0.4719 -0.5673 0.7788
C -1.710 -1.096 2.874 -0.1133 0.1912 -0.6311
H 0.148 -2.060 2.223 0.0330 0.0523 0.1315
H 0.226 -1.379 3.880 0.1466 0.2397 -0.1519
H -0.713 -2.788 3.606 0.4444 -0.2978 -0.2414
H -1.701 -0.081 3.264 0.0657 0.1561 -0.2015
H -1.866 -1.081 1.790 -0.2293 0.3517 0.2193
H -2.586 -1.580 3.310 0.1575 -0.0899 0.0497
```
Forces are in eV/Å.

Results of the Löwdin charge analysis, in e, for atoms 1 through 2: C -0.100; C -0.209

***

(4)
Here is C3H8N2O2 in the gas phase in a non-equilibrium geometry from the Open Molecules 2025 dataset. Energies are from ωB97M-V/def2-TZVPD.

Results
HOMO energy: -8.84 eV
molar mass: 104.11 g/mol
total charge: 0
spin multiplicity: 1
DFT total energy: -379.01283 Ha

Geometry as XYZ:
```
15
Properties=species:S:1:pos:R:3:forces:R:3
C 1.267 0.606 -0.807 0.5108 -0.2460 -1.3865
C 0.592 0.423 0.480 -1.6957 -3.8557 0.9601
O 0.381 1.366 1.390 0.5807 0.7839 1.2050
N -1.040 -0.332 0.118 5.9683 1.2883 0.1679
N -1.302 -1.582 0.550 -0.7066 -0.9994 -1.5859
C -1.884 0.563 -0.270 -4.3356 0.4104 0.1578
O -1.684 1.749 -0.468 0.8216 0.4189 -0.3598
H 0.788 1.506 -1.103 -0.2625 0.7253 -1.7294
H 2.371 0.753 -0.868 -0.7266 -0.0356 0.8992
H 1.077 -0.306 -1.447 -0.1569 1.3159 0.4965
H 1.047 -0.443 0.989 -0.5604 0.1956 0.2202
H 0.253 2.282 1.124 -0.2318 -0.2528 -0.8626
H -0.599 -2.281 0.350 0.0488 0.3678 -0.3573
H -1.524 -1.591 1.488 -0.4388 -0.1346 2.4245
H -2.980 0.196 -0.276 1.1847 0.0180 -0.2495
```
Forces are in eV/Å.

Results of the Löwdin charge analysis, in e, for atoms 1 through 2: C -0.052; C -0.339

***

no.,HOMO-LUMO gap (eV)
1,8.075
2,8.606
3,9.254
4,9.618